1.
25
Properties=species:S:1:pos:R:3 method="wB97M-V/def2-TZVPD" homo_lumo_gap_ev=9.1 total_charge=+1 e_above_lowest_ev=0.537 lumo_energy_ev=-3.217
C -0.683 -0.157 -2.300
C -3.061 0.438 -1.076
C 1.613 -0.784 3.002
C -2.142 0.074 -2.291
C 1.343 0.005 -1.024
C 1.496 0.629 0.934
N 0.001 -0.034 -1.259
N 0.596 1.569 1.211
N 1.217 -0.677 1.589
Br 0.173 -0.831 -3.903
Br 1.976 -1.982 -1.156
H -2.656 1.318 -0.554
H -3.997 0.679 -1.396
H -3.068 -0.396 -0.344
H 1.086 -0.010 3.630
H 1.196 -1.563 3.550
H 2.610 -0.823 2.976
H -2.164 0.677 -3.245
H -2.609 -0.797 -2.703
H 2.013 0.552 -1.559
H 2.559 0.726 1.028
H -0.389 1.285 1.276
H 0.887 2.481 1.124
H 1.742 -1.528 0.929
H 0.259 -0.850 1.562

2.
21
Properties=species:S:1:pos:R:3 method="wB97M-V/def2-TZVPD" homo_lumo_gap_ev=9.5 e_above_lowest_ev=1.609 lumo_energy_ev=0.898
C 0.353 -3.433 2.417
C 0.898 -3.210 1.050
C 0.530 -2.120 0.339
C 1.253 -1.729 -0.937
C 2.233 -0.595 -0.700
H 1.013 -3.215 3.256
H -0.135 -4.402 2.531
H -0.392 -2.634 2.524
H 1.594 -3.837 0.504
H -0.554 -1.997 0.339
H 1.739 -2.639 -1.292
H 0.492 -1.425 -1.638
H 3.157 -0.776 -0.165
H 1.712 0.301 -0.359
H 2.618 -0.304 -1.689
O -1.416 5.953 -1.262
H -1.437 6.857 -1.582
H -2.027 5.423 -1.788
O -3.744 4.304 -0.757
H -4.660 4.573 -0.589
H -3.228 4.905 -0.202

3.
17
Properties=species:S:1:pos:R:3 method="wB97M-V/def2-TZVPD" homo_lumo_gap_ev=9.4 e_above_lowest_ev=0.959 lumo_energy_ev=1.014
C 1.184 2.735 -0.375
S 0.407 1.160 -0.413
C -1.186 1.505 0.486
H 2.008 2.743 0.344
H 1.790 2.977 -1.315
H 0.562 3.616 -0.293
H -1.501 2.554 0.398
H -0.975 1.441 1.575
H -1.947 0.745 0.311
C 0.296 -2.041 0.422
C -0.506 -2.875 -0.572
H 1.022 -2.582 1.036
H 0.959 -1.458 -0.170
H -0.149 -1.408 1.184
H -1.566 -2.644 -0.486
H -0.199 -3.916 -0.553
H -0.199 -2.553 -1.579

4.
68
Properties=species:S:1:pos:R:3 method="wB97M-V/def2-TZVPD" homo_lumo_gap_ev="7.1 / 6.2" s2=2.03 e_above_lowest_ev=0.134 lumo_energy_ev="0.042 / -1.812" spin_multiplicity=3
Pt -0.461 -0.016 0.631
N -1.775 5.986 5.043
C -1.358 4.692 4.759
C -0.062 4.282 5.089
C 0.376 3.016 4.760
C -0.484 2.141 4.104
C -1.778 2.530 3.777
C -2.208 3.803 4.101
S 0.090 0.568 3.635
O -1.062 -0.280 3.476
O 1.132 0.131 4.527
N 0.776 0.912 2.140
C 1.811 0.002 1.824
N 1.341 -0.940 0.972
C 2.172 -1.850 0.476
C 3.493 -1.840 0.865
C 3.888 -0.835 1.738
N 3.063 0.098 2.218
H -1.281 6.468 5.774
H -2.769 6.141 5.061
H 0.602 4.970 5.600
H 1.378 2.693 5.010
H -2.439 1.830 3.281
H -3.211 4.118 3.835
H 1.760 -2.575 -0.213
H 4.191 -2.572 0.486
H 4.921 -0.763 2.058
S -1.899 -1.551 -0.241
C -3.277 -0.582 -0.118
N -4.462 -1.261 -0.345
N -5.552 -0.533 -0.490
C -5.763 0.726 -1.108
C -6.941 1.391 -0.788
C -7.239 2.600 -1.395
C -6.366 3.145 -2.326
C -5.197 2.465 -2.649
C -4.890 1.255 -2.049
N -3.258 0.702 0.204
N -2.041 1.188 0.423
C -2.016 2.596 0.560
C -0.795 3.260 0.584
C -0.758 4.637 0.740
C -1.932 5.366 0.873
C -3.152 4.701 0.837
C -3.202 3.327 0.680
H -6.388 -1.050 -0.258
H -7.612 0.968 -0.049
H -8.151 3.119 -1.131
H -6.598 4.088 -2.805
H -4.514 2.875 -3.382
H -3.986 0.726 -2.320
H 0.124 2.696 0.499
H 0.199 5.141 0.760
H -1.897 6.440 1.007
H -4.076 5.258 0.940
H -4.146 2.804 0.648
Br -2.316 -1.349 -4.183
C -1.176 -0.384 -5.338
C -1.389 -0.498 -6.707
C -0.566 0.176 -7.595
C 0.472 0.965 -7.118
C 0.683 1.077 -5.753
C -0.143 0.404 -4.856
I 0.227 0.610 -2.825
H -2.199 -1.119 -7.064
H -0.737 0.080 -8.660
H 1.120 1.495 -7.805
H 1.487 1.693 -5.375

5.
59
Properties=species:S:1:pos:R:3 method="wB97M-V/def2-TZVPD" homo_lumo_gap_ev=9.6 e_above_lowest_ev=6.622 lumo_energy_ev=0.228
C 0.190 -0.190 0.273
C 0.980 -1.361 0.776
C 0.799 -1.695 2.253
C -0.717 -1.503 2.662
N 2.464 -1.220 0.604
C 2.956 -1.945 -0.600
O 2.728 -1.235 -1.802
H -0.037 -0.360 -0.818
H -0.871 -0.220 0.787
H 0.637 0.790 0.141
H 0.778 -2.344 0.059
H 1.532 -0.892 2.624
H 1.201 -2.746 2.445
H -1.464 -2.056 2.043
H -0.804 -1.746 3.749
H -1.147 -0.336 2.711
H 2.838 -0.281 0.657
H 2.579 -2.952 -0.872
H 4.094 -2.020 -0.596
H 2.806 -0.243 -1.622
H -1.073 2.874 -0.405
H -2.089 1.945 0.090
O -1.751 2.327 -0.698
H -4.624 -0.803 -1.136
H -3.555 -1.801 -0.834
O -3.891 -1.015 -0.525
H -0.707 2.343 -2.271
H -0.280 0.891 -1.848
O 0.023 1.771 -2.142
H -1.831 -1.199 -0.839
H -0.633 -1.996 -1.493
O -1.580 -1.989 -1.256
H 3.138 1.825 -2.029
H 1.759 1.694 -1.593
O 2.631 1.367 -1.523
H -3.392 0.223 0.731
H -3.724 0.967 1.792
O -2.982 0.832 1.212
H -0.629 3.105 3.123
H -1.353 1.872 2.865
O -0.762 2.246 3.502
H -2.171 -0.656 -3.340
H -2.709 0.495 -2.452
O -2.985 -0.321 -2.960
H 2.467 2.007 2.048
H 2.362 1.851 0.508
O 2.371 2.526 1.209
H 1.140 -1.343 -2.325
H 0.445 -0.690 -3.458
O 0.245 -0.984 -2.624
H 1.106 3.422 0.580
H 0.817 4.374 -0.493
O 0.350 3.792 0.151
H 0.965 1.501 3.205
H 2.040 0.659 3.702
O 1.830 1.536 3.459
H -0.795 -4.960 -0.272
H -1.037 -3.743 -1.253
O -1.261 -4.698 -1.043